1.
This record from the OMol25 dataset describes a cluster of 2 separate species, C5H14 in total. The level of theory is wB97M-V/def2-TZVPD.

The geometry in XYZ format:
```
19
Properties=species:S:1:pos:R:3:lowdin_charge:R:1
C 1.87873 2.34042 -0.79863 -0.268
C 0.54429 2.64601 -0.10191 -0.320
H 1.75696 1.46672 -1.44407 0.040
H 2.15047 3.06695 -1.51348 0.023
H 2.69326 2.08064 -0.19775 0.020
H 0.73605 2.83520 0.99107 0.050
H -0.22878 1.98463 -0.39104 0.002
H 0.12192 3.47781 -0.65367 0.025
C -1.09383 -1.21523 0.65271 -0.401
C 0.38152 -1.37425 0.19985 -0.200
C -1.82953 -2.48848 0.18997 -0.262
H -1.27131 -1.19003 1.76163 0.074
H -1.38395 -0.24673 0.42507 0.026
H 0.70478 -2.41290 0.08057 0.049
H -1.32906 -3.38722 0.37033 0.028
H -2.80152 -2.45446 0.60712 0.025
H 1.01501 -1.04707 0.86460 -0.029
H 0.40153 -0.99219 -0.87468 0.076
H -1.85241 -2.63216 -0.87768 0.044
```

charge = -1
E_HOMO (spin up / spin down) = 0.0581 / -0.2700 Eh
energy above the lowest of the compared OMol25 structures with the same formula, charge and spin = 38.2 kcal per mole
2S+1 = 2
gap between HOMO and LUMO (spin up / spin down) = 2.574 / 11.630 eV


2.
This record from the OMol25 dataset describes a cluster of 2 separate species, C5H12N2O2 in total. The level of theory is wB97M-V/def2-TZVPD.

The geometry in XYZ format:
```
21
Properties=species:S:1:pos:R:3:lowdin_charge:R:1
C 1.79339 -0.21417 0.47405 -0.079
C 0.95595 1.89593 -0.68569 -0.061
C -0.99375 -1.87426 1.26426 0.094
C 0.59650 0.69303 0.18345 -0.417
C -0.55305 -0.04655 -0.43544 -0.263
N -0.57672 -0.67430 -1.65081 0.171
N -1.86312 0.50109 0.05169 -0.412
O -2.87489 0.11564 -0.49189 0.016
O -1.88037 1.23997 1.03084 0.009
H 2.04086 -0.65017 -0.51469 0.081
H 1.47602 -1.00399 1.15806 0.035
H 2.72711 0.29432 0.89448 0.107
H 0.09353 2.62498 -0.65083 0.098
H 1.25596 1.62822 -1.65700 0.051
H 1.81356 2.43346 -0.07335 0.121
H -1.80085 -1.69530 1.97642 0.029
H 0.05492 -1.70884 1.58859 -0.004
H -0.97822 -2.66131 0.57503 -0.012
H 0.16892 1.01202 1.23645 0.167
H -1.56431 -0.72171 -2.04144 0.134
H 0.10856 -1.18806 -2.23216 0.133
```

charge = 0
E_HOMO (spin up / spin down) = -0.2510 / -0.3698 Eh
energy above the lowest of the compared OMol25 structures with the same formula, charge and spin = 21.3 kcal per mole
2S+1 = 3
gap between HOMO and LUMO (spin up / spin down) = 7.427 / 8.952 eV


Number 1: E -5408.852 eV. Number 2: E -12447.682 eV.